Entry 1:
The following is a quantum chemistry calculation of a cluster of 3 separate species, C17H37FN2O9S2 in total at a distorted geometry, from the Open Molecules 2025 dataset.

Each line ends with the natural charge from an NBO analysis.
Geometry (Å):
C 1.68979 0.58866 2.15031  -0.60
C 1.03211 -0.41179 1.20254  -0.42
C 0.18653 0.27008 0.14540  -0.22
N -0.68693 -0.66068 -0.57497  -0.64
C -1.98813 -0.93752 0.03533  0.27
C -2.35252 -2.38018 -0.25514  -0.44
C -1.36902 -3.39124 0.36198  -0.52
C -2.03579 -4.62200 0.91261  0.69
N -3.03975 -4.43837 1.87960  -0.87
O -1.73071 -5.73528 0.48918  -0.58
O -1.92122 -0.59062 1.41755  -0.54
C -2.79452 -1.15732 2.29820  0.79
O -2.37826 -1.84705 3.22022  -0.54
C -4.28421 -0.79113 2.25151  0.11
F -5.02597 -1.95054 2.26093  -0.34
C -4.75690 0.11717 1.14466  -0.44
C -6.24307 0.43382 1.29323  -0.60
H 1.00714 1.40233 2.37725  0.19
H 1.92098 0.09255 3.08863  0.20
H 2.62803 0.96735 1.76700  0.21
H 1.80846 -0.96175 0.68472  0.23
H 0.46835 -1.14047 1.77426  0.20
H -0.33050 1.14143 0.54998  0.17
H 0.88490 0.65493 -0.59368  0.21
H -0.87811 -0.28639 -1.48902  0.36
H -2.73271 -0.29280 -0.43302  0.15
H -3.38829 -2.62652 -0.03501  0.23
H -2.24717 -2.47173 -1.33139  0.22
H -0.70343 -3.75963 -0.40408  0.24
H -0.74191 -2.89844 1.09905  0.25
H -2.65913 -4.21115 2.78555  0.40
H -3.61792 -5.26246 1.92909  0.38
H -4.46688 -0.29075 3.20304  0.19
H -4.16370 1.02248 1.09874  0.22
H -4.65582 -0.41386 0.20279  0.21
H -6.56014 1.10518 0.50603  0.21
H -6.48712 0.80989 2.28008  0.20
H -6.79407 -0.48989 1.15524  0.22
O 2.80847 -1.70521 -1.17237  -0.95
S 3.51664 -1.91297 -2.39763  2.39
O 3.53746 -0.88897 -3.39520  -0.94
O 3.00320 -3.27216 -3.03975  -0.72
C 1.57816 -3.42040 -3.23397  -0.08
C 1.04983 -2.59546 -4.39037  -0.64
C 5.16641 -2.42297 -2.06298  -0.89
H 1.06102 -3.18193 -2.30217  0.20
H 1.43212 -4.48029 -3.42968  0.20
H 1.14397 -1.52854 -4.19503  0.23
H -0.00470 -2.81981 -4.55298  0.22
H 1.60428 -2.81337 -5.30286  0.22
H 5.14906 -3.21653 -1.32175  0.25
H 5.69102 -1.55157 -1.67816  0.25
H 5.62314 -2.75769 -2.99004  0.25
O 2.48009 3.53271 0.55080  -0.94
S 1.96826 4.79384 0.98943  2.39
O 0.66532 5.23015 0.59351  -0.94
O 3.03389 5.92273 0.64130  -0.72
C 3.46895 6.03735 -0.73102  -0.08
C 2.42184 6.65858 -1.63369  -0.64
C 2.09133 4.89821 2.74121  -0.89
H 3.78078 5.05660 -1.09364  0.20
H 4.35348 6.66928 -0.69118  0.20
H 1.54499 6.02034 -1.72543  0.23
H 2.83582 6.81182 -2.63042  0.22
H 2.09161 7.61719 -1.23437  0.22
H 3.08637 4.58834 3.04649  0.25
H 1.34053 4.22425 3.14739  0.26
H 1.88429 5.92017 3.04619  0.25

Forces on the atoms, in the same order (eV/Å):
C -0.13 -0.51 0.23
C 0.36 0.06 0.14
C 0.37 -0.08 -0.31
N 0.01 -0.01 0.66
C -0.16 0.29 -0.91
C 0.33 -0.30 0.06
C -0.13 0.07 -0.12
C 0.51 -1.45 -0.08
N 0.13 -0.19 -0.57
O -0.71 1.21 0.20
O -0.33 -0.54 0.56
C 0.96 -1.21 1.56
O -0.67 1.34 -1.70
C 0.31 0.58 0.03
F -0.06 -0.25 -0.07
C -0.57 -0.38 -0.26
C 0.26 -0.50 -0.10
H 0.01 0.28 0.03
H 0.06 -0.04 0.21
H 0.05 0.35 -0.24
H 0.05 -0.23 -0.03
H -0.32 0.04 0.07
H -0.26 0.04 0.15
H 0.02 0.18 -0.19
H 0.04 0.04 -0.24
H -0.18 0.11 0.01
H -0.16 0.12 0.34
H -0.17 0.09 -0.28
H 0.28 -0.01 -0.11
H -0.03 -0.01 0.36
H -0.13 0.55 0.14
H 0.12 -0.31 0.21
H 0.02 0.01 0.24
H 0.27 0.13 0.11
H 0.20 0.02 -0.22
H -0.12 0.35 0.04
H -0.07 0.33 0.10
H -0.22 -0.13 0.06
O 0.01 0.18 -0.01
S 0.05 -0.38 -0.09
O -0.03 0.14 0.05
O 0.17 0.03 -0.10
C -0.54 -0.05 -0.02
C 0.16 0.17 0.01
C 0.03 -0.04 0.02
H 0.11 0.08 0.03
H 0.18 -0.04 0.04
H -0.01 0.00 0.03
H 0.01 -0.09 0.02
H -0.04 -0.05 -0.02
H -0.03 -0.01 0.00
H -0.03 0.03 0.01
H -0.02 0.01 -0.02
O -0.14 -0.08 -0.24
S 0.27 0.21 0.35
O -0.08 -0.15 -0.13
O -0.10 0.05 0.12
C 0.13 0.02 -0.49
C -0.18 -0.06 0.12
C 0.04 0.04 0.05
H -0.07 -0.05 0.10
H 0.00 0.00 0.18
H 0.01 -0.03 -0.01
H 0.08 0.02 0.03
H 0.05 0.03 -0.02
H 0.01 0.00 -0.02
H -0.01 -0.03 -0.04
H -0.01 0.01 -0.02

Calculated values
**Molecular weight**: 496.62 g/mol
**Energy**: -2352.8279 Ha
**Multiplicity**: 1
**Highest occupied orbital energy**: -8.85 eV
**LUMO energy**: 0.60 eV

---

Entry 2:
The following is a quantum chemistry calculation of a cluster of 5 separate species, C17H37N3O7 in total at a distorted geometry, from the Open Molecules 2025 dataset.

Each line ends with the Löwdin spin population.
Geometry (Å):
C -1.45791 2.86565 -5.99367  0.00
O -0.44811 2.81090 -6.65063  0.00
N -2.21111 4.02346 -5.92659  0.00
C -3.54610 4.10092 -5.29313  0.00
C -1.77736 5.19670 -6.64075  0.00
H -1.86671 2.12059 -5.29369  0.00
H -3.55190 4.56088 -4.30495  0.00
H -3.97112 3.10009 -5.21698  0.00
H -4.21621 4.69253 -5.91688  0.00
H -2.37021 5.43647 -7.52344  0.00
H -1.90415 6.02553 -5.94427  0.00
H -0.74130 5.20817 -6.97918  0.00
C 1.76873 -3.79080 1.42647  0.00
O 2.73734 -3.80187 2.14363  0.00
N 1.66736 -4.37005 0.23819  0.00
C 0.43224 -4.50298 -0.57698  0.00
C 2.81395 -5.01964 -0.34195  0.00
H 0.93000 -3.15437 1.74848  0.00
H -0.08172 -5.46056 -0.49336  0.00
H 0.58881 -4.45012 -1.65438  0.00
H -0.31102 -3.75260 -0.30756  0.00
H 3.78595 -4.91072 0.13916  0.00
H 2.45469 -6.04709 -0.40004  0.00
H 2.95916 -4.67951 -1.36729  0.00
C -4.67880 -2.12344 0.52309  -0.05
O -4.77797 -3.36805 0.74764  0.35
N -3.99872 -1.26650 1.38934  0.49
C -3.53390 -1.56945 2.75020  0.05
C -3.70433 0.08421 1.04210  0.07
H -4.97178 -1.50340 -0.33826  -0.01
H -2.47880 -1.30385 2.81592  0.02
H -3.67764 -2.60016 3.07435  0.00
H -4.06475 -0.97573 3.49438  0.02
H -4.25972 0.76616 1.68599  0.03
H -2.66897 0.28810 1.31516  0.02
H -3.87031 0.29062 -0.01522  0.00
O 4.83843 0.47801 2.88523  0.00
C 4.43625 0.84669 3.98207  0.00
O 3.53674 0.18964 4.77895  0.00
C 3.00311 -1.12352 4.33885  0.00
C 1.48235 -1.07602 4.33445  0.00
C 5.03698 2.11451 4.60504  0.00
H 3.43342 -1.92609 4.93785  0.00
H 3.28927 -1.37854 3.31847  0.00
H 1.12879 -0.66577 5.28039  0.00
H 1.06601 -2.08291 4.36490  0.00
H 1.09318 -0.64533 3.41187  0.00
H 4.64153 2.35864 5.59101  0.00
H 4.87107 2.90178 3.86966  0.00
H 6.10008 1.95735 4.78728  0.00
O 0.10828 -0.77962 0.60203  0.00
C 0.96993 -0.01327 0.14630  0.00
O 0.74390 1.13463 -0.44935  0.00
C -0.61465 1.50830 -0.73763  0.00
C -0.70908 2.64024 -1.77680  0.00
C 2.48262 -0.09891 0.36464  0.00
H -1.08312 1.86800 0.17848  0.00
H -1.14200 0.64622 -1.14607  0.00
H -0.87863 2.19845 -2.75873  0.00
H 0.18070 3.26942 -1.79951  0.00
H -1.56938 3.30371 -1.68859  0.00
H 2.93848 -0.08726 -0.62539  0.00
H 2.71532 -1.07856 0.78206  0.00
H 2.90310 0.61996 1.06788  0.00

Forces on the atoms, in the same order (eV/Å):
C -0.72 2.05 0.22
O 0.16 -0.84 0.15
N -0.35 -0.83 0.06
C 0.65 -0.36 -0.49
C -0.01 1.08 0.12
H 0.15 -0.51 -0.27
H 0.31 0.07 0.09
H 0.04 -0.01 0.04
H 0.07 -0.07 -0.13
H -0.31 -0.28 -0.05
H 0.08 0.30 -0.10
H -0.07 -0.60 0.37
C -0.97 1.34 0.72
O 1.21 -0.25 0.49
N -0.73 0.15 -1.69
C -0.09 0.22 0.60
C -0.24 -1.01 -0.86
H -0.62 -0.34 -0.38
H 0.30 -0.36 0.61
H 0.65 0.51 0.10
H 0.25 0.21 0.13
H -0.61 0.01 0.59
H 0.99 -0.52 -0.16
H -0.16 0.14 -0.12
C 0.40 -2.99 0.57
O 0.19 4.52 -0.65
N 0.39 -0.26 1.97
C -0.04 -1.05 0.16
C 0.19 0.49 -0.70
H -0.44 -0.99 -0.24
H 0.06 -0.01 -0.13
H -0.05 -0.07 -0.65
H -0.23 0.45 -0.29
H -0.44 0.02 0.00
H 0.30 -0.15 -0.25
H -0.10 0.00 0.16
O -1.24 0.12 1.46
C 1.05 -0.54 -0.51
O 0.37 -0.39 -0.99
C -0.03 0.32 -0.96
C 0.18 -0.70 0.76
C -0.67 -0.70 0.31
H -0.12 0.41 0.46
H 0.50 0.44 0.04
H -0.22 0.65 -0.31
H 0.33 -0.35 -0.19
H -0.05 0.56 0.33
H -0.42 0.07 -0.26
H 0.22 0.13 0.27
H 0.03 -0.08 -0.50
O 0.98 1.26 -1.18
C 0.42 -0.77 2.44
O -1.12 0.95 -1.16
C -0.54 0.70 -0.32
C 0.30 -0.41 -0.54
C -0.63 -1.77 -0.21
H 0.04 -0.33 0.28
H -0.03 -0.14 0.37
H 0.54 0.02 -0.17
H 0.01 -0.14 0.02
H -0.06 -0.11 0.72
H 0.27 0.47 0.16
H -0.06 -0.06 0.06
H -0.27 0.34 -0.38

Calculated values
**Molecular weight**: 395.50 g/mol
**Energy**: -1360.5281 Ha
**Multiplicity**: 2
**Total charge**: +1
**Highest occupied orbital energy (alpha / beta)**: -11.05 / -11.05 eV
**LUMO energy (alpha / beta)**: -4.34 / -8.78 eV

---

Entry 3:
The following is a quantum chemistry calculation of a cluster of 2 separate species, C17H38NO2 in total at a distorted geometry, from the Open Molecules 2025 dataset.

Each line ends with the natural charge from an NBO analysis.
Geometry (Å):
C 4.41217 -0.42446 2.02983  -0.62
C 4.24389 -1.27520 0.76692  -0.40
C 5.09537 -0.81537 -0.41995  -0.39
C 4.96360 0.68719 -0.72323  -0.40
C 3.79006 0.93788 -1.70024  -0.40
C 2.99804 2.22525 -1.37810  -0.39
C 1.57833 1.82364 -0.93514  -0.40
C 0.69968 3.03645 -0.62486  -0.39
C -0.53112 2.73005 0.23214  -0.40
C -0.22640 2.32528 1.68307  -0.41
C -0.05718 0.82465 1.98610  -0.38
C -1.08987 -0.11569 1.32000  -0.42
C -0.39456 -1.13943 0.40248  -0.39
C -1.31214 -1.86986 -0.61494  -0.42
C -2.80217 -1.87548 -0.28971  -0.25
N -3.51050 -0.72212 -0.92264  -0.72
H 5.45081 -0.13553 2.19433  0.20
H 4.10860 -1.02050 2.89274  0.21
H 3.76850 0.45418 2.04261  0.20
H 3.18732 -1.25302 0.48571  0.20
H 4.51573 -2.30335 1.00791  0.20
H 4.77130 -1.35616 -1.31146  0.20
H 6.14872 -1.04404 -0.24265  0.20
H 4.80825 1.27580 0.17896  0.20
H 5.88432 1.03582 -1.19440  0.20
H 3.12120 0.08087 -1.58658  0.19
H 4.13817 0.92612 -2.73304  0.21
H 2.91088 2.88721 -2.23931  0.20
H 3.44476 2.71575 -0.51318  0.19
H 1.70198 1.20929 -0.04328  0.19
H 1.12006 1.26978 -1.75700  0.20
H 0.31758 3.39043 -1.58911  0.20
H 1.28052 3.87274 -0.22822  0.19
H -1.10414 3.65974 0.27920  0.21
H -1.16403 2.01959 -0.30336  0.19
H 0.72876 2.80225 1.93169  0.20
H -0.94668 2.75599 2.37733  0.21
H -0.17042 0.70659 3.06542  0.21
H 0.94206 0.45343 1.75718  0.19
H -1.89954 0.42212 0.82884  0.18
H -1.55235 -0.69621 2.11871  0.21
H 0.03214 -1.89881 1.05900  0.20
H 0.42181 -0.66121 -0.13799  0.20
H -0.98622 -2.90928 -0.64649  0.22
H -1.13697 -1.48494 -1.62268  0.20
H -3.01828 -1.92227 0.77188  0.22
H -3.23963 -2.76831 -0.73611  0.27
H -2.85671 -0.03625 -1.29032  0.39
H -4.06428 -0.25078 -0.20504  0.44
H -4.15140 -1.06648 -1.71696  0.50
O -5.73174 -2.31740 -1.98009  -0.99
C -6.52060 -1.71867 -1.01430  -0.05
C -7.10475 -2.66578 0.07790  -0.03
O -7.81370 -2.03391 1.03532  -0.98
H -7.38619 -1.11590 -1.36666  0.10
H -5.94390 -0.94129 -0.40148  -0.01
H -6.20336 -3.24643 0.44955  0.03
H -7.66579 -3.44397 -0.50633  0.07

Forces on the atoms, in the same order (eV/Å):
C -0.16 -0.49 0.25
C 0.14 0.35 0.00
C 0.03 0.51 0.20
C -0.19 -0.33 -0.87
C 0.14 0.30 0.59
C -0.70 -1.01 0.03
C 0.47 0.96 0.02
C -0.42 -0.35 -0.62
C 0.14 0.68 0.21
C 0.75 -0.27 -0.28
C -0.75 -0.05 0.19
C 0.57 -0.45 0.37
C -0.63 0.06 -0.25
C 0.38 0.04 0.60
C 0.24 -0.79 -0.88
N 0.19 0.23 0.13
H 0.01 0.13 -0.05
H 0.01 0.05 0.07
H 0.16 0.16 -0.14
H -0.03 -0.19 -0.03
H -0.16 -0.10 -0.10
H 0.24 -0.16 -0.03
H -0.03 -0.18 0.10
H 0.11 -0.08 0.12
H 0.07 0.13 0.15
H -0.17 0.06 -0.17
H 0.07 -0.02 -0.01
H 0.26 0.23 0.10
H 0.21 0.42 -0.30
H -0.19 -0.27 -0.12
H -0.10 -0.37 0.26
H 0.09 0.18 0.00
H 0.05 -0.13 0.32
H -0.15 -0.06 -0.07
H 0.00 -0.15 0.13
H -0.06 0.11 0.14
H -0.25 -0.09 -0.14
H 0.17 0.06 0.05
H 0.08 0.17 -0.11
H 0.11 0.17 -0.07
H -0.29 0.10 -0.05
H 0.25 0.08 -0.01
H 0.09 -0.02 0.02
H -0.04 -0.05 -0.13
H -0.19 0.05 -0.05
H -0.06 0.22 0.04
H -0.40 0.14 0.02
H 0.08 -0.08 -0.02
H -0.69 -0.17 -0.44
H -1.09 -0.81 0.50
O 1.08 1.18 0.04
C 0.50 -0.08 0.36
C 0.11 0.26 0.04
O 0.09 -0.14 0.02
H 0.07 -0.15 -0.35
H -0.16 -0.06 0.10
H 0.05 0.05 0.07
H -0.12 0.04 0.00

Calculated values
**Molecular weight**: 288.50 g/mol
**Relative energy (zero: lowest compared OMol25 entry of this formula, charge and spin)**: 277.4 kJ/mol
**Energy**: -875.6061 Ha
**Multiplicity**: 1
**Total charge**: -1
**Highest occupied orbital energy**: -1.17 eV
**LUMO energy**: 2.04 eV

---

Entry 4:
The following is a quantum chemistry calculation of a cluster of 3 separate species, C17H39ClN7 in total at a distorted geometry, from the Open Molecules 2025 dataset.

Each line ends with the natural charge from an NBO analysis.
Geometry (Å):
C 4.18336 -4.57916 3.09762  -0.67
C 2.98402 -4.07708 2.14918  0.39
C 3.28599 -2.81036 1.25612  -0.74
N 1.88269 -4.79536 2.17966  -0.33
N 0.83495 -4.21792 1.46522  -0.42
C -0.23748 -3.70925 2.06597  0.57
N -1.33252 -3.06602 1.38789  -0.44
C -2.17066 -2.77935 2.53213  0.38
Cl -3.76359 -1.99179 2.32660  0.15
N -1.58058 -3.21378 3.75518  -0.38
N -0.36047 -3.78199 3.48373  -0.40
H 3.82098 -5.31695 3.87948  0.25
H 4.92089 -5.09176 2.38175  0.25
H 4.71445 -3.67744 3.53130  0.24
H 3.72984 -1.93163 1.84464  0.27
H 2.40369 -2.39056 0.68223  0.24
H 4.05620 -3.13082 0.46616  0.27
H 0.90280 -4.14673 0.44007  0.43
H -1.98900 -3.11722 4.69027  0.46
H 0.28103 -4.19838 4.16691  0.47
C -2.94820 0.64239 0.16369  -0.61
C -3.58215 2.01153 0.37161  -0.21
N -4.42648 2.43752 -0.73555  -0.45
C -4.79192 3.85086 -0.67455  -0.21
C -5.65867 4.30949 0.49751  -0.63
C -5.50393 1.52904 -1.11136  -0.22
C -6.52584 1.15403 -0.03816  -0.64
H -2.39319 0.60199 -0.77774  0.22
H -2.24532 0.43085 0.97482  0.20
H -3.69242 -0.15718 0.16241  0.19
H -2.76272 2.72949 0.48427  0.20
H -4.12841 2.01004 1.32494  0.16
H -5.28351 4.13648 -1.61044  0.20
H -3.86579 4.43665 -0.65728  0.19
H -6.69549 3.99190 0.38203  0.20
H -5.66576 5.40214 0.54252  0.22
H -5.28573 3.94826 1.45818  0.20
H -5.05401 0.60333 -1.48709  0.19
H -6.03596 1.93621 -1.97727  0.20
H -6.05863 0.90224 0.91702  0.19
H -7.09183 0.27565 -0.36254  0.21
H -7.24944 1.95196 0.12873  0.21
C 3.88741 3.27489 -3.18353  -0.62
C 4.20567 1.78792 -3.10053  -0.22
N 4.33391 1.29202 -1.73478  -0.45
C 4.92074 -0.04150 -1.65629  -0.21
C 4.13667 -1.19878 -2.27468  -0.63
C 3.19578 1.52540 -0.85389  -0.22
C 1.83717 0.97006 -1.28240  -0.64
H 4.62024 3.86755 -2.62920  0.22
H 3.91292 3.60254 -4.22568  0.22
H 2.89139 3.50322 -2.79626  0.20
H 5.15814 1.63561 -3.61920  0.20
H 3.44898 1.22977 -3.66791  0.16
H 5.13559 -0.27981 -0.60812  0.18
H 5.90336 -0.00540 -2.13960  0.20
H 3.28039 -1.48050 -1.65923  0.18
H 4.77997 -2.08132 -2.34585  0.21
H 3.78502 -0.97294 -3.28293  0.22
H 3.08923 2.60624 -0.71400  0.20
H 3.42993 1.14939 0.14849  0.19
H 1.61784 1.16268 -2.33444  0.21
H 1.04545 1.44533 -0.69523  0.21
H 1.76302 -0.10369 -1.10261  0.19

Forces on the atoms, in the same order (eV/Å):
C -0.53 0.11 -1.68
C 0.61 -0.26 0.78
C 0.16 -0.09 -0.26
N 1.84 1.63 0.99
N -1.15 0.74 -1.55
C -0.85 0.25 0.82
N -0.24 -0.71 6.21
C 2.39 -1.16 -1.34
Cl 2.65 -1.41 0.83
N -2.40 1.48 -2.38
N -0.31 0.55 -3.26
H 0.44 1.05 -1.07
H -0.92 0.62 1.20
H -0.75 -1.12 -0.40
H -0.54 -1.55 -0.63
H 0.90 -0.69 0.82
H -0.97 0.46 1.22
H -0.22 -0.02 0.78
H 0.43 -0.14 -0.59
H -0.57 0.26 -0.45
C -0.03 -0.08 -0.08
C -0.06 -0.06 -0.11
N 0.01 0.23 -0.20
C 0.21 0.15 -0.02
C -0.19 0.15 0.03
C 0.17 -0.32 -0.06
C -0.27 -0.08 -0.01
H -0.11 0.02 0.04
H -0.04 0.05 -0.01
H 0.05 0.06 -0.10
H -0.21 0.14 -0.09
H 0.04 -0.03 0.15
H 0.01 -0.22 0.03
H 0.05 -0.17 0.03
H 0.05 -0.02 0.08
H 0.02 -0.07 -0.01
H -0.02 -0.01 -0.05
H 0.08 0.07 0.07
H 0.16 0.19 0.12
H 0.02 0.05 -0.02
H 0.04 0.05 0.00
H 0.08 -0.05 0.12
C -0.08 0.07 0.07
C -0.04 0.16 0.01
N 0.21 -0.27 0.28
C 0.18 0.15 -0.10
C 0.00 -0.29 0.05
C -0.01 0.36 -0.06
C -0.24 -0.07 0.14
H -0.07 -0.10 0.00
H -0.01 -0.07 0.07
H 0.06 0.02 -0.01
H -0.02 -0.20 0.19
H -0.04 0.00 -0.12
H -0.12 0.16 0.02
H -0.09 0.13 -0.05
H -0.07 0.05 -0.11
H 0.00 0.05 -0.03
H -0.01 0.01 0.08
H 0.06 -0.06 -0.13
H 0.19 -0.10 -0.15
H 0.05 -0.02 0.04
H 0.04 -0.01 -0.04
H -0.02 0.00 -0.14

Calculated values
**Molecular weight**: 377.00 g/mol
**Relative energy (zero: lowest compared OMol25 entry of this formula, charge and spin)**: 158.3 kJ/mol
**Energy**: -1514.2450 Ha
**Multiplicity**: 1
**Total charge**: +1
**Highest occupied orbital energy**: -9.85 eV
**LUMO energy**: -3.49 eV